Record 1
17
Properties=species:S:1:pos:R:3:forces:R:3 method="wB97M-V/def2-TZVPD" charge=0 e_lumo_ev=0.73 homo_ha=-0.316 relative_energy_kcal_mol=113.0 homo_lumo_gap_ha=0.3429 total_energy_ha=-346.84532
C -0.08674 0.30957 0.86186 -0.04 -2.05 -1.23
C -0.35679 -1.17005 -0.61807 1.27 -0.65 1.58
C -0.39327 1.50833 0.11282 -1.51 -0.23 -1.59
C 1.31072 0.01157 1.28956 0.07 -0.12 0.20
C -1.26785 0.67164 -0.96883 -0.99 3.26 1.27
O 0.82386 -1.14439 -1.40335 -0.11 -0.03 -0.02
O -2.48261 0.54532 -0.80745 1.36 -0.20 -0.34
H 1.14411 -2.04678 -1.52904 -0.05 0.20 0.05
H -0.88416 -0.04234 1.50993 0.04 0.05 -0.06
H -1.21342 -1.55315 -1.17712 -0.17 0.70 -0.05
H -0.26817 -1.88298 0.20708 0.20 -0.09 0.09
H -0.72627 0.74476 -1.92144 -0.06 -1.00 -0.09
H 0.45988 1.98236 -0.37008 -0.01 0.02 0.14
H -1.08169 2.20911 0.57623 0.18 0.13 0.16
H 1.62610 0.77011 2.01690 -0.08 -0.03 -0.05
H 2.00795 0.05275 0.45127 -0.13 0.01 -0.01
H 1.38834 -0.96583 1.76974 0.03 0.05 -0.05



Record 2
124
Properties=species:S:1:pos:R:3:forces:R:3 method="wB97M-V/def2-TZVPD" charge=0 e_lumo_ev=-4.40 homo_ha=-0.312 relative_energy_kcal_mol=103.1 homo_lumo_gap_ha=0.1506 total_energy_ha=-3051.57601
C 0.52063 0.42777 -6.74211 1.09 -4.71 2.78
C 1.45563 0.06977 -5.45011 1.81 0.09 0.11
C 1.21563 1.15477 -4.24911 0.68 -0.75 -5.78
C 0.00963 0.82177 -3.57611 -2.61 -0.53 3.47
C 0.14863 -0.53023 -2.82711 2.69 1.25 -6.56
C 0.24163 -1.71823 -3.84611 1.56 -2.06 0.41
N 1.25863 -1.40023 -4.99511 -0.96 -3.84 -4.05
O 1.66763 -2.40023 -5.72611 -1.85 6.09 4.07
C -1.11737 -2.14323 -4.44411 5.81 -0.67 -9.46
C 0.90863 -2.99123 -3.19311 -0.72 -0.73 1.19
C 2.95663 0.10177 -5.83211 -2.76 -3.18 2.97
H 0.69963 1.38977 -6.96011 0.50 3.45 -0.77
H -0.48437 0.18477 -6.50411 -1.06 0.27 0.18
H 0.81463 -0.23223 -7.52911 0.31 -0.27 -0.68
H 0.90563 1.98877 -4.97811 1.35 -0.29 1.62
H 2.13863 1.25877 -3.69611 0.00 0.29 0.26
H -0.86137 0.82477 -4.25911 0.27 0.28 0.54
H -0.04037 1.59277 -2.77011 -0.92 -0.44 -0.43
H -0.55737 -0.84523 -2.25211 -4.73 -1.18 3.85
H 1.01563 -0.40923 -2.29111 2.22 -0.33 1.55
H -1.62537 -1.44123 -5.08911 0.49 0.98 -0.42
H -1.77637 -2.23623 -3.82511 -6.83 -1.32 8.05
H -1.26537 -3.13123 -5.15611 1.42 2.11 2.01
H 1.91163 -2.71823 -2.80511 -0.72 -0.11 0.22
H 1.08963 -3.82523 -3.89411 -0.38 0.63 0.01
H 0.23263 -3.47423 -2.36211 1.32 1.39 -1.43
H 3.22563 -0.55023 -6.55011 0.34 -2.40 -2.80
H 3.62463 -0.13623 -5.05111 0.43 0.03 1.52
H 3.14663 0.97877 -6.17011 1.34 6.03 -2.05
C 0.32163 0.19377 0.62089 3.94 -0.98 -0.08
O 0.45363 1.28277 0.04789 0.48 1.48 -1.66
O -0.85637 0.09377 1.22889 -2.42 -1.70 1.28
O 1.23663 -0.71623 0.73989 -2.92 1.46 -0.07
H -1.46337 0.77277 0.86889 0.88 -0.33 0.46
C 0.32863 -3.86123 1.17789 0.26 -6.08 -0.82
C -0.34837 -5.08323 1.65789 -1.54 -2.41 -2.31
C -0.29037 -6.53523 0.99189 4.77 2.13 0.33
C 1.00763 -6.76423 0.06589 -2.21 5.85 0.28
C 1.64563 -5.39723 -0.51811 -2.22 -1.45 3.26
C 1.24563 -3.99723 0.08789 -0.65 -2.00 -0.82
N 1.54163 -8.14423 -0.37811 -0.58 0.33 3.30
O 0.78763 -9.06923 0.00489 1.65 1.33 -1.69
O 2.73063 -8.23723 -0.69411 -2.15 0.08 -0.34
H 0.22263 -3.00423 1.76889 -0.23 1.49 0.15
H -1.29037 -4.99323 2.33789 2.15 -0.06 -0.91
H -0.78337 -7.45123 1.49389 0.70 1.84 -1.08
H 2.49463 -5.64323 -1.20811 -0.94 0.97 0.58
H 1.38863 -2.94623 -0.34111 1.04 -1.86 0.27
C 4.65363 2.35877 1.91889 4.10 -0.99 -6.64
C 6.00963 2.54977 1.25189 -0.67 -1.25 -2.76
C 6.32963 2.07977 -0.20511 -7.97 -1.44 5.01
C 5.17563 1.26477 -0.88011 -0.55 3.82 3.18
C 3.81263 1.21877 -0.25311 4.35 -0.45 1.57
C 3.65563 1.75577 1.16989 0.24 -0.60 -1.46
N 5.41063 0.74377 -2.25511 -0.15 -4.63 0.29
O 4.60063 -0.19223 -2.73411 1.83 3.86 1.35
O 6.54263 0.87177 -2.69511 -1.53 0.66 -0.09
H 4.46863 2.72877 2.84389 -0.34 0.96 2.68
H 6.83663 3.07577 1.80689 -1.04 -0.60 -0.76
H 7.20263 2.32077 -0.64311 2.81 0.49 -1.44
H 3.28563 0.37377 -0.71111 -1.05 0.96 0.48
H 2.76763 1.74177 1.82389 -0.33 -0.76 -1.51
C -3.58237 3.69977 1.01789 1.77 0.18 -0.74
C -2.38437 2.88477 0.38589 -2.84 0.43 -1.35
C -2.84537 1.84677 -0.59911 -3.47 2.66 2.82
C -4.32437 1.58677 -0.93011 1.65 3.34 3.38
C -5.40037 2.41077 -0.21911 1.32 -1.51 -2.94
C -4.98337 3.46677 0.68589 1.68 -1.79 -1.00
N -4.63137 0.55977 -1.92011 -2.99 -0.85 -0.34
O -3.70837 -0.13823 -2.36511 -1.90 1.26 0.48
O -5.90637 0.43277 -2.20011 4.79 0.14 0.60
H -3.33737 4.65277 1.73589 -0.58 -2.69 -1.88
H -1.13137 3.12177 0.44289 -4.07 -0.92 0.22
H -2.10437 1.18477 -0.89811 1.13 -1.01 -1.31
H -6.52137 2.19277 -0.67411 3.07 0.81 1.74
H -5.78837 4.08277 1.09089 0.53 -0.06 0.10
C -3.25137 0.94577 6.20289 0.95 -1.25 0.99
O -2.15037 0.95177 6.78189 -2.21 0.00 -0.79
N -3.50037 1.45377 5.00789 -1.26 1.64 -3.78
C -4.92637 1.37277 4.34589 4.00 2.23 -4.02
C -2.38037 2.03177 4.16289 0.40 -3.31 1.15
H -4.20237 0.40377 6.46989 0.84 0.26 1.05
H -4.96437 0.72377 3.43889 0.69 -0.30 0.93
H -5.22937 2.33577 3.76189 0.94 -0.92 1.71
H -5.71437 1.11777 4.91589 -2.14 -0.90 2.72
H -2.66137 2.85177 3.61889 -1.05 2.18 -1.04
H -1.95437 1.30177 3.43289 -0.83 0.02 0.36
H -1.50037 2.23277 4.75589 -0.23 0.34 0.69
C 2.84563 5.50777 0.65289 3.40 3.04 3.72
O 3.83363 6.23277 1.00889 -2.41 -1.53 -0.73
N 2.82063 4.97177 -0.52211 -1.55 -1.60 -1.98
C 1.69863 4.22877 -1.05911 -2.27 -1.79 -2.17
C 3.81563 5.36577 -1.41211 2.35 -2.59 -4.09
H 2.08463 5.34977 1.41689 -0.57 -0.50 -0.42
H 1.33563 3.38477 -0.44811 1.19 -0.39 -0.22
H 1.71163 3.83577 -2.29511 0.67 1.29 3.97
H 0.76363 4.77577 -1.00811 -0.06 1.04 -0.41
H 3.66763 6.26477 -1.91911 0.25 2.91 0.79
H 3.49263 4.90577 -2.46611 1.39 -0.62 2.20
H 4.92263 5.13277 -1.10611 -2.34 0.55 -0.63
C 1.39463 -1.64023 4.60089 0.01 -4.03 -0.83
O 1.53063 -2.83623 4.98389 -0.36 2.36 -0.57
N 1.56063 -0.58523 5.37089 -1.37 0.75 -0.32
C 1.49363 0.75377 4.74889 2.29 -4.57 -1.94
C 1.86163 -0.77023 6.76689 2.29 2.44 0.34
H 1.13263 -1.48923 3.51189 0.27 0.52 0.92
H 1.53963 1.42877 5.43989 -1.20 4.09 4.42
H 0.74163 0.82777 4.01189 -0.75 0.21 -0.65
H 2.50163 0.93077 4.38889 0.24 -0.09 -1.28
H 1.28963 -0.14723 7.44689 -1.51 -0.73 -0.05
H 2.76363 -0.08623 6.91889 0.14 -1.60 -0.08
H 2.01663 -1.82523 7.02789 -0.13 0.66 -0.12
C -4.83937 -3.84723 1.33789 -4.83 1.71 3.03
O -5.77937 -4.33023 1.96289 0.53 -0.83 -0.66
N -4.77237 -2.55223 1.12289 1.10 3.57 -1.13
C -3.47937 -1.95723 0.65289 1.37 -6.73 -1.18
C -5.87837 -1.64423 1.45889 4.58 -6.69 6.26
H -4.00937 -4.26223 1.00289 3.89 -3.11 -1.55
H -2.56837 -2.27523 1.22889 -1.11 -0.13 0.23
H -3.45037 -0.99623 0.78289 -0.37 5.64 0.24
H -3.09537 -2.29423 -0.39011 -1.42 0.82 1.22
H -6.74237 -2.09923 1.56489 -4.07 -2.55 -0.12
H -5.91137 -0.87323 1.00389 -0.40 9.12 -7.77
H -5.79337 -1.09623 2.39389 0.78 -0.81 1.39



Record 3
75
Properties=species:S:1:pos:R:3:forces:R:3 method="wB97M-V/def2-TZVPD" charge=-1 e_lumo_ev="2.20 / 2.13" spin_multiplicity=2 homo_ha="-0.011 / -0.325" homo_lumo_gap_ha="0.0915 / 0.4034" total_energy_ha=-2251.11766
C -10.14496 -7.21420 -5.85161 -3.01 -0.10 -0.29
C -10.21277 -7.94035 -4.54435 -0.81 0.81 -1.17
O -9.33215 -7.09668 -3.84930 0.03 -0.81 2.71
C -8.49849 -6.49361 -4.66695 1.76 0.49 1.43
O -7.54575 -5.86830 -4.28014 -0.39 -0.02 -0.74
O -8.84667 -6.76753 -5.90051 2.03 0.32 -2.50
H -10.72404 -6.29782 -5.73757 -0.66 0.10 -0.12
H -10.58110 -7.77447 -6.67866 0.91 0.02 -0.42
H -9.87497 -8.96672 -4.68768 0.06 -0.08 0.76
H -11.21226 -7.77855 -4.14071 0.08 -0.70 0.23
C -13.96075 -5.51782 -4.80810 -0.97 0.49 -0.32
C -14.48942 -5.66344 -6.24957 0.60 2.96 0.82
C -13.80670 -4.53685 -7.15239 0.99 -1.42 0.32
O -13.05096 -5.37869 -8.07454 -0.74 0.47 -0.31
C -13.36316 -6.67852 -7.86648 3.24 -0.18 -2.60
O -12.90004 -7.57155 -8.54001 -0.47 0.57 0.18
O -14.02087 -6.83986 -6.79313 -1.81 -2.02 1.51
H -12.87412 -5.46251 -4.74273 0.29 -0.22 -0.39
H -14.29528 -6.26863 -4.09222 -0.27 -0.05 -0.33
H -14.26202 -4.52963 -4.46050 -0.22 0.03 0.27
H -15.56326 -5.57346 -6.41347 -0.07 -0.38 0.59
H -13.06233 -3.98993 -6.57372 -0.19 0.11 0.00
H -14.41845 -3.83443 -7.71850 -0.31 -0.34 0.12
C -9.22485 -6.16441 -9.49036 -0.95 -0.46 -0.10
C -9.32943 -7.56501 -10.15470 1.17 0.90 -1.75
C -9.93647 -7.54494 -11.61937 -1.33 0.61 1.03
O -9.06164 -8.29226 -12.44967 0.23 0.46 0.45
C -7.87229 -8.38530 -11.81209 2.41 -2.11 -1.67
O -6.86458 -8.88628 -12.35068 -3.10 1.88 1.96
O -7.97671 -7.96187 -10.55352 0.68 -0.37 0.61
H -8.42964 -5.51985 -9.86488 -0.10 -0.33 -0.60
H -9.09773 -6.11451 -8.40895 -0.02 -0.71 0.02
H -10.20056 -5.72027 -9.68745 0.00 0.43 0.05
H -9.76304 -8.32868 -9.50903 0.09 0.05 -0.08
H -10.05950 -6.51415 -11.95166 0.67 0.20 -0.21
H -10.95342 -7.92209 -11.72735 0.17 -0.54 0.36
C -12.90641 -7.53501 -1.77081 0.15 -0.32 0.00
C -13.46992 -8.98711 -1.87450 0.99 2.28 1.88
C -14.79360 -9.17759 -1.12963 0.48 -0.35 0.30
O -15.66121 -9.69253 -2.15480 -0.23 0.59 1.47
C -14.98888 -9.73589 -3.31555 -1.63 -1.43 0.03
O -15.43249 -10.25161 -4.28213 -0.45 -0.04 -1.09
O -13.79669 -9.25496 -3.19567 2.18 0.57 -1.14
H -12.76589 -7.10953 -0.77716 -0.60 -0.51 0.45
H -13.54685 -6.83972 -2.31347 0.08 -0.11 0.01
H -11.87959 -7.43850 -2.12356 -0.10 -0.23 -0.59
H -12.71227 -9.68000 -1.50849 -0.03 -0.22 -0.26
H -15.12723 -8.27098 -0.62481 -0.48 0.17 -0.65
H -14.65066 -9.89450 -0.32111 -0.32 -0.38 -0.20
C -10.62510 -2.47930 -5.95374 -0.57 0.67 -0.35
C -10.00087 -1.60342 -4.89839 -1.94 -1.27 -0.37
C -8.68920 -2.15103 -4.41315 -1.71 0.64 0.06
O -7.92032 -0.93403 -4.35313 1.79 -1.15 0.93
C -8.48234 0.04984 -5.00436 -0.34 3.64 -1.98
O -7.99654 1.18946 -5.19850 -1.83 -4.24 0.77
O -9.70583 -0.40149 -5.49467 2.12 3.18 -0.27
H -11.54535 -2.02056 -6.31537 -0.55 -0.16 0.55
H -10.79862 -3.46919 -5.53171 -0.07 -0.27 -0.35
H -10.06194 -2.42466 -6.88539 0.74 -0.65 0.21
H -10.73862 -1.40416 -4.12114 0.11 -0.21 0.38
H -8.45601 -2.87606 -5.19293 1.43 0.04 0.43
H -8.89173 -2.56320 -3.42462 0.86 -0.25 -0.02
C -5.72100 -3.51097 -2.21639 -0.08 1.11 -0.82
C -5.07971 -3.53073 -3.60900 -0.65 0.30 -0.38
C -4.89405 -2.12024 -4.30027 -2.03 -0.81 1.20
O -3.54680 -2.05116 -4.53811 1.83 1.36 -1.02
C -2.87591 -2.99448 -3.93460 3.34 -1.58 1.45
O -1.64405 -3.05806 -3.81347 -3.45 0.21 -0.56
O -3.73327 -3.90075 -3.40144 1.53 -0.35 -0.39
H -6.07733 -4.44856 -1.78971 0.28 -0.04 -0.39
H -6.54967 -2.80480 -2.26859 -0.26 -0.09 0.22
H -4.94777 -3.04896 -1.60258 -0.18 -0.12 0.42
H -5.55351 -4.21371 -4.31410 0.01 -0.25 0.24
H -5.18384 -1.37293 -3.56159 -0.07 0.39 -0.28
H -5.39796 -1.96592 -5.25441 -0.31 -0.16 0.30



Record 4
86
Properties=species:S:1:pos:R:3:forces:R:3 method="wB97M-V/def2-TZVPD" charge=+1 e_lumo_ev=-3.27 homo_ha=-0.415 relative_energy_kcal_mol=180.1 homo_lumo_gap_ha=0.2950 total_energy_ha=-1672.83285
Li 2.19358 1.63054 -0.62089 0.66 0.22 8.21
Li 0.48080 3.19581 -0.50817 -3.36 13.38 -2.32
C 0.49741 -0.44306 0.14283 -1.72 2.28 0.39
C -0.04975 0.98954 0.23820 -1.06 -0.25 0.03
O 0.82477 2.04238 -0.11172 -2.81 -12.98 4.84
H 1.11533 -0.52728 1.03680 -0.42 -0.40 -0.44
H 0.95103 -0.69594 -0.81549 -0.60 1.04 1.48
H -0.25582 -1.22458 0.24279 0.14 3.10 -0.20
H -0.44194 1.11595 1.24732 0.57 0.11 0.27
H -1.01163 1.12779 -0.25554 0.11 -0.12 -0.65
C 1.16262 1.36976 -4.01114 -0.28 0.05 -2.08
C 1.13408 0.73515 -2.66889 0.49 0.53 -0.06
C 1.57829 -0.68672 -2.73616 0.51 -0.57 -0.53
O 2.10548 1.50216 -1.94306 -0.18 -1.57 -11.59
H 2.19842 1.55531 -4.29539 0.08 -0.20 -0.12
H 0.61317 2.30804 -4.08759 0.80 -0.21 0.11
H 0.71555 0.76352 -4.79899 0.06 -0.23 0.00
H 0.16768 0.80297 -2.16931 0.18 0.05 -0.15
H 2.63927 -0.72531 -2.98297 -0.10 -0.08 -0.66
H 0.91297 -1.12332 -3.48104 0.41 -0.59 -0.02
H 1.52569 -1.25866 -1.80975 0.14 -0.12 -1.11
H 2.14603 2.36424 -2.36351 0.30 -0.19 -0.23
C -1.10397 -4.95655 0.49875 -0.74 0.15 0.55
C -0.13901 -4.35141 -0.48955 -3.20 0.30 0.98
C 0.29504 -3.00772 0.14593 2.37 -2.55 -1.54
O 0.73933 -5.37064 -0.76112 2.83 -0.34 -0.28
H -1.91182 -4.24726 0.67871 -0.20 -0.34 0.38
H -0.53782 -5.14514 1.41089 -0.08 0.20 0.24
H -1.50060 -5.93520 0.22850 -0.16 0.13 -0.38
H -0.62333 -4.16666 -1.44841 -0.45 0.67 0.05
H 1.11018 -3.20298 0.84272 0.02 0.04 0.28
H -0.41595 -2.30673 0.58320 -0.40 -2.96 0.63
H 0.71342 -2.46104 -0.69917 0.32 -0.29 0.34
H 0.21839 -5.98050 -1.28864 0.32 -0.27 -0.04
C -1.88714 1.39100 3.46321 -3.58 -1.63 1.70
C -2.68769 0.10331 3.09716 0.47 -0.60 0.42
C -1.77601 -0.93027 2.49414 1.32 -0.95 0.18
O -3.26498 -0.54473 4.26463 0.10 1.41 -0.03
H -1.73503 2.15701 2.70282 -0.92 -0.88 -0.34
H -0.98694 1.15493 4.03067 -1.31 -0.52 -0.41
H -2.55792 1.90418 4.15226 -0.08 0.14 0.41
H -3.50257 0.34294 2.41405 -0.05 0.11 -0.14
H -0.95702 -0.49948 1.91815 -0.63 -0.15 -0.29
H -2.29110 -1.75310 1.99844 -0.17 0.25 -0.43
H -1.18631 -1.51148 3.20304 -0.13 0.41 1.02
H -3.27708 -1.49517 4.13003 0.02 0.02 -0.13
C -1.07260 3.55964 -2.36376 -1.76 0.89 -2.27
C -1.65549 2.49133 -3.33897 -0.36 0.85 0.85
O -2.16950 1.44763 -2.53637 -0.80 0.19 -0.33
O 0.24103 3.26707 -2.12962 2.49 0.69 -0.91
H -1.61494 3.62479 -1.42050 -0.33 -0.33 -0.01
H -1.03048 4.56937 -2.77213 -0.98 0.09 -0.26
H -0.91304 2.00500 -3.97170 -0.45 0.89 -0.04
H -2.40183 2.99382 -3.95427 -0.40 -0.53 0.11
H -1.50146 1.33942 -1.85548 -0.08 -0.31 0.06
H 0.76006 3.78462 -2.74958 0.08 0.04 -0.07
C 4.20072 0.16149 0.39585 0.13 1.42 -0.79
C 3.21292 -0.90819 0.68546 -0.48 -0.44 1.16
O 2.70736 -0.86870 2.05868 1.26 -0.73 -1.00
O 3.57901 1.46024 -0.07060 5.99 -2.34 1.63
H 4.77381 -0.10697 -0.49162 0.43 -0.43 0.42
H 4.79851 0.37666 1.28154 0.15 -0.02 -0.21
H 3.61715 -1.91587 0.58904 0.40 0.25 -0.65
H 2.31861 -0.77314 0.07713 1.46 -0.48 -0.34
H 2.51959 -1.78552 2.27266 0.01 -0.13 0.33
H 4.27647 2.10346 0.07580 -0.13 0.18 0.25
C 0.49090 2.19472 3.41476 2.32 -0.09 -0.54
C 1.69082 1.47809 2.74629 0.67 2.23 1.24
O 2.19182 2.24257 1.62092 0.26 -0.33 4.09
O 0.84294 3.49997 3.69894 1.09 2.42 -0.78
H 0.35086 1.87005 4.44582 -0.29 -1.37 -0.37
H -0.36118 2.11520 2.73969 1.89 0.67 0.55
H 1.55530 0.45238 2.40329 -0.63 0.77 0.97
H 2.48496 1.52527 3.49142 0.14 -0.50 0.09
H 1.57056 1.89603 0.97628 0.38 1.03 0.03
H 0.09603 4.01793 4.00787 -0.10 -0.20 0.06
C -2.70330 -0.65679 -0.44752 2.13 -0.81 -0.46
C -2.17487 -2.00915 -1.07646 -0.84 1.32 -0.38
O -2.57551 -2.12855 -2.43775 0.13 0.24 0.27
O -4.06338 -0.55777 -0.47177 -2.24 -0.32 -0.08
H -2.38958 0.23244 -0.99428 0.66 -0.87 0.34
H -2.34629 -0.63982 0.58222 -0.29 0.35 -0.69
H -2.61018 -2.82356 -0.49737 -0.04 -0.06 0.07
H -1.08860 -2.09723 -1.05750 -0.76 0.33 -0.33
H -3.25536 -1.45794 -2.53613 -0.30 -0.17 -0.45
H -4.28933 0.01401 -1.20908 -0.40 0.02 0.09



- Look up the charge of the second one.
  0



- Among the records above, which one has the lowest charge?
  C23H34O18